*A*
The following is a quantum chemistry calculation of a gas-phase ion, C4H10NO3 (charge +1), from the OMol25 dataset.

Properties
orbital gap: 11.37 eV
LUMO level: -3.20 eV
charge: +1
structure (SMILES): O[C@H]1CC(O)(O)C[NH2+]1
E_HOMO: -0.53530 Eh

```
18
C4H10NO3, DFT ωB97M-V with the def2-TZVPD basis set
O -2.379 0.653 0.336
C -1.639 0.131 -0.615
C -0.181 0.913 -0.778
C 1.126 0.236 0.010
O 1.872 1.240 0.765
O 1.913 -0.323 -0.944
C 0.318 -0.836 0.861
N -0.881 -1.252 0.085
H -1.813 1.031 0.967
H -2.296 -0.210 -1.356
H 0.049 1.003 -1.833
H -0.251 1.970 -0.329
H 2.797 1.547 0.437
H 2.779 -0.456 -0.550
H -0.121 -0.260 1.788
H 1.010 -1.672 1.161
H -0.686 -1.929 -0.642
H -1.618 -1.787 0.638
```

=====

*B*
The following is a quantum chemistry calculation of 2 unconnected molecules or ions with the total composition C4H10NO3, from the OMol25 dataset.

Properties
orbital gap: 9.84 eV
LUMO level: -4.00 eV
charge: +1
E_HOMO: -0.50845 Eh

```
18
C4H10NO3, DFT ωB97M-V with the def2-TZVPD basis set
O -0.072 -2.012 1.606
C -0.225 -0.830 1.531
C -0.534 -0.304 0.102
C -0.019 1.107 -0.181
C 1.388 1.403 0.276
O 1.872 0.876 1.175
N -2.113 -0.260 0.163
H -0.124 -0.121 2.523
H -0.330 -1.053 -0.746
H -0.057 1.319 -1.356
H -0.559 1.916 0.362
H 2.041 2.046 -0.535
H -2.473 -0.898 0.986
H -2.552 0.533 0.258
H -2.501 -0.741 -0.610
H 2.356 -0.538 -2.474
H 2.124 -1.489 -1.233
O 1.777 -0.954 -1.847
```

=====

*A* wins, 1.154 eV ahead of the next structure.

=====

*A*
The following is a quantum chemistry calculation of 2 unconnected molecules or ions with the total composition C2H2OS2, from the OMol25 dataset.

Properties
orbital gap: 7.20 eV
LUMO level: -0.55 eV
charge: 0
E_HOMO: -0.28492 Eh

```
7
C2H2OS2, DFT ωB97M-V with the def2-TZVPD basis set
C 1.880 0.207 0.255
C -1.898 -0.144 0.387
O 1.198 0.699 -0.665
S -1.349 -1.552 0.812
S -2.154 1.281 -0.132
H 1.851 -0.912 0.600
H 0.472 0.421 -1.257
```

=====

*B*
The following is a quantum chemistry calculation of a molecular structure, C2H2OS2, from the OMol25 dataset.

Properties
orbital gap (alpha / beta): 6.88 / 6.91 eV
LUMO level (alpha / beta): -1.81 / -1.83 eV
charge: 0
E_HOMO (alpha / beta): -0.31947 / -0.32130 Eh

```
7
C2H2OS2, DFT ωB97M-V with the def2-TZVPD basis set
C 0.402 -0.674 0.717
C -0.313 0.216 1.226
O -0.331 0.102 -1.698
S 0.872 -0.827 -1.282
S -0.561 1.584 -1.140
H 0.947 -1.446 0.956
H -1.016 1.046 1.222
```

=====

*C*
The following is a quantum chemistry calculation of a single C2H2OS2 molecule, from the OMol25 dataset.

Properties
orbital gap: 8.42 eV
LUMO level: 0.03 eV
charge: 0
structure (SMILES): C1OC12SS2
E_HOMO: -0.30831 Eh

```
7
C2H2OS2, DFT ωB97M-V with the def2-TZVPD basis set
C -0.078 0.623 -0.221
O 0.834 1.524 0.993
C 1.479 0.791 0.178
S 2.837 0.384 -0.796
S 2.311 -0.679 0.860
H -0.594 -0.127 0.200
H -0.328 1.442 -0.799
```

=====

*C* wins, 0.136 eV ahead of the next structure.

=====

*A*
The following is a quantum chemistry calculation of a molecular structure, C10H18BiCl2N2S, from the OMol25 dataset.

Properties
orbital gap (alpha / beta): 6.06 / 6.06 eV
LUMO level (alpha / beta): 2.86 / 2.86 eV
charge: -1
E_HOMO (alpha / beta): -0.11770 / -0.11775 Eh

```
34
C10H18BiCl2N2S, DFT ωB97M-V with the def2-TZVPD basis set
Bi 1.174 -0.737 -0.368
Cl -0.609 -2.590 -0.945
Cl 1.603 1.581 0.779
C 3.114 -1.617 -0.735
H 3.895 -0.838 -0.932
H 3.056 -1.952 -1.819
C -0.899 1.251 -1.694
C 0.248 0.721 -2.091
H -0.956 2.026 -0.915
C 0.423 -0.335 -3.147
H 1.201 1.039 -1.651
C -0.813 -0.387 -4.033
H 1.352 -0.228 -3.713
H 0.515 -1.328 -2.673
C -2.051 -0.524 -3.178
H -0.878 0.568 -4.551
H -0.731 -1.158 -4.801
C -2.173 0.591 -2.101
H -2.936 -0.494 -3.812
H -2.052 -1.514 -2.711
H -2.901 1.348 -2.455
H -2.655 0.127 -1.222
S -1.343 -0.893 1.872
C -0.524 -0.334 3.231
N 0.756 -0.636 3.574
C 1.341 0.340 4.479
C 0.159 1.257 4.809
N -0.946 0.621 4.106
H 1.310 -1.276 3.015
H 2.163 0.878 3.995
H 1.714 -0.152 5.381
H 0.326 2.275 4.437
H -0.034 1.300 5.883
H -1.848 1.069 3.985
```

=====

*B*
The following is a quantum chemistry calculation of a molecular structure, C10H18BiCl2N2S, from the OMol25 dataset.

Properties
orbital gap (alpha / beta): 6.45 / 6.45 eV
LUMO level (alpha / beta): 2.96 / 2.96 eV
charge: -1
E_HOMO (alpha / beta): -0.12834 / -0.12845 Eh

```
34
C10H18BiCl2N2S, DFT ωB97M-V with the def2-TZVPD basis set
Bi 1.887 -0.812 -0.761
Cl -0.107 -2.457 -0.676
Cl 2.008 1.254 0.838
C 3.602 -2.008 -0.649
H 4.474 -1.736 -0.051
H 3.566 -2.961 -1.192
C -1.299 1.370 -1.720
C -0.085 1.066 -2.050
H -1.513 2.144 -0.968
C 0.271 0.039 -3.093
H 0.719 1.731 -1.738
C -0.935 -0.242 -3.999
H 1.179 0.307 -3.653
H 0.444 -0.993 -2.721
C -2.173 -0.500 -3.156
H -1.014 0.615 -4.673
H -0.730 -1.138 -4.589
C -2.493 0.538 -2.077
H -3.022 -0.661 -3.805
H -2.040 -1.421 -2.596
H -3.238 1.236 -2.462
H -2.997 0.040 -1.220
S -1.161 -0.736 1.574
C -0.421 -0.290 3.003
N 0.828 -0.619 3.432
C 1.336 0.315 4.421
C 0.138 1.236 4.685
N -0.908 0.627 3.883
H 1.441 -1.186 2.855
H 2.204 0.858 4.038
H 1.622 -0.215 5.332
H 0.346 2.261 4.352
H -0.136 1.250 5.741
H -1.793 1.089 3.694
```

=====

*B* wins, 0.774 eV ahead of the next structure.

=====

*A*
The following is a quantum chemistry calculation of 2 unconnected molecules or ions with the total composition C6H12NOS, from the OMol25 dataset.

Properties
orbital gap: 8.94 eV
LUMO level: -3.40 eV
charge: +1
E_HOMO: -0.45347 Eh

```
21
C6H12NOS, DFT ωB97M-V with the def2-TZVPD basis set
C 1.558 0.210 0.802
C -0.817 -0.115 1.551
C 1.824 -1.027 -0.081
C -2.134 -0.495 0.928
C -0.151 -0.293 -0.814
C -0.279 1.294 -2.409
N 0.107 0.472 0.547
O 0.956 -0.820 -1.158
S -1.576 -1.236 -0.719
H 1.816 0.087 1.843
H 2.065 1.025 0.197
H -0.912 0.336 2.507
H -0.396 -1.032 1.837
H 2.915 -1.280 -0.147
H 1.362 -2.050 0.489
H -2.681 -1.166 1.567
H -2.780 0.368 0.710
H -1.079 1.982 -2.415
H -0.424 0.547 -3.190
H 0.800 1.702 -2.406
H -0.174 1.491 0.360
```

=====

*B*
The following is a quantum chemistry calculation of 2 unconnected molecules or ions with the total composition C6H12NOS, from the OMol25 dataset.

Properties
orbital gap: 7.70 eV
LUMO level: -4.14 eV
charge: +1
E_HOMO: -0.43489 Eh

```
21
C6H12NOS, DFT ωB97M-V with the def2-TZVPD basis set
C -2.199 -0.788 0.810
C -1.920 0.654 0.380
C -0.972 -1.562 0.310
C -1.167 0.506 -0.948
C 3.873 2.001 0.772
C -0.470 -0.786 -0.835
N 0.484 -1.172 -1.615
O 3.219 1.072 0.221
S 2.297 -0.049 0.963
H -2.319 -0.873 1.886
H -3.105 -1.166 0.338
H -2.829 1.238 0.271
H -1.283 1.142 1.116
H -0.188 -1.564 1.076
H -1.168 -2.606 0.062
H -1.879 0.438 -1.778
H -0.491 1.331 -1.172
H 4.427 2.651 0.112
H 3.894 2.162 1.844
H 0.835 -0.574 -2.353
H 0.959 -2.055 -1.460
```

=====

*B* wins, 1.894 eV ahead of the next structure.

=====

*A*
The following is a quantum chemistry calculation of 3 unconnected molecules or ions with the total composition C4H14O2, from the OMol25 dataset.

Properties
orbital gap: 11.11 eV
LUMO level: 0.65 eV
charge: 0
structure (SMILES): CCCC.O.O
E_HOMO: -0.38412 Eh

```
20
C4H14O2, DFT ωB97M-V with the def2-TZVPD basis set
C 1.619 1.315 -0.922
C 0.575 1.595 0.150
C -0.605 0.606 -0.013
C -1.836 1.030 0.873
H 1.855 0.260 -1.004
H 2.597 1.867 -0.627
H 1.139 1.481 -1.882
H 0.325 2.701 0.126
H 0.942 1.516 1.269
H -0.172 -0.363 0.356
H -0.788 0.267 -0.913
H -1.742 0.988 1.952
H -2.641 0.349 0.693
H -2.240 1.906 0.425
O -1.078 -2.749 1.182
H -0.171 -3.106 1.305
H -1.509 -3.500 0.738
O 0.956 -2.072 -0.983
H 1.455 -1.308 -1.256
H 1.318 -2.783 -1.469
```

=====

*B*
The following is a quantum chemistry calculation of 3 unconnected molecules or ions with the total composition C4H14O2, from the OMol25 dataset.

Properties
orbital gap: 11.31 eV
LUMO level: 0.43 eV
charge: 0
structure (SMILES): CCCC.O.O
E_HOMO: -0.39957 Eh

```
20
C4H14O2, DFT ωB97M-V with the def2-TZVPD basis set
C 0.300 -0.260 -2.272
C 0.129 -1.210 -1.089
C 0.572 -0.574 0.241
C 0.663 -1.629 1.338
H -0.430 0.534 -2.352
H 0.257 -0.910 -3.166
H 1.355 0.010 -2.272
H 0.497 -2.213 -1.257
H -0.956 -1.344 -0.925
H -0.200 0.158 0.474
H 1.568 -0.122 0.154
H -0.270 -2.197 1.378
H 0.887 -1.171 2.302
H 1.329 -2.465 1.085
O -1.014 1.494 2.916
H -0.311 1.262 2.288
H -1.453 2.333 2.745
O -0.860 2.408 -0.458
H -0.927 2.833 -1.315
H -1.136 3.062 0.185
```

=====

*B* wins, 0.869 eV ahead of the next structure.

=====

*A*
The following is a quantum chemistry calculation of 2 unconnected molecules or ions with the total composition C3H4FNS, from the OMol25 dataset.

Properties
orbital gap: 9.74 eV
LUMO level: 0.64 eV
charge: 0
structure (SMILES): C#CS.C=NF
E_HOMO: -0.33419 Eh

```
10
C3H4FNS, DFT ωB97M-V with the def2-TZVPD basis set
C -0.784 -1.600 -0.514
C -1.170 -0.914 0.372
S -2.346 -0.474 1.545
H -0.037 -2.023 -1.228
H -3.270 -0.776 0.625
C 1.830 0.977 0.129
N 0.790 1.673 -0.039
F 0.484 1.841 -1.402
H 2.361 0.317 -0.671
H 2.142 0.980 1.182
```

=====

*B*
The following is a quantum chemistry calculation of a single C3H4FNS molecule, from the OMol25 dataset.

Properties
orbital gap: 9.16 eV
LUMO level: 0.54 eV
charge: 0
structure (SMILES): F[C@H]1CNC1=S
E_HOMO: -0.31687 Eh

```
10
C3H4FNS, DFT ωB97M-V with the def2-TZVPD basis set
F 1.047 0.676 1.604
C 0.584 -0.239 0.721
C -0.954 -0.050 0.407
N -0.533 0.048 -0.980
C 0.812 0.158 -0.785
S 2.083 0.547 -1.722
H 0.857 -1.261 0.975
H -1.170 0.928 0.787
H -1.522 -0.895 0.730
H -1.204 0.088 -1.737
```

=====

*B* wins, 4.094 eV ahead of the next structure.

=====

*A*
The following is a quantum chemistry calculation of a single C9H11NO2 molecule, from the OMol25 dataset.

Properties
orbital gap: 9.23 eV
LUMO level: 0.64 eV
charge: 0
structure (SMILES): [H]/N=C(/OCC)c1ccccc1O
E_HOMO: -0.31559 Eh

```
23
C9H11NO2, DFT ωB97M-V with the def2-TZVPD basis set
H -0.647 -1.578 -1.791
N -0.230 -0.650 -2.073
C 0.003 -0.075 -0.965
O 0.851 0.969 -0.890
C 1.900 1.129 -1.985
C 2.115 2.716 -1.935
C -0.534 -0.529 0.364
C -0.463 0.428 1.430
C -1.085 0.186 2.632
C -1.701 -1.079 2.877
C -1.834 -2.067 1.904
C -1.099 -1.811 0.655
O -1.001 -2.749 -0.286
H 1.409 0.791 -2.938
H 2.748 0.564 -1.681
H 1.741 3.198 -2.806
H 1.758 3.187 -1.017
H 3.192 2.871 -2.043
H 0.081 1.348 1.232
H -1.088 0.834 3.534
H -2.217 -1.159 3.753
H -2.339 -3.018 2.035
H -1.561 -3.507 -0.009
```

=====

*B*
The following is a quantum chemistry calculation of a single C9H11NO2 molecule, from the OMol25 dataset.

Properties
orbital gap: 9.93 eV
LUMO level: 0.55 eV
charge: 0
structure (SMILES): N[C@@H](Cc1ccccc1)C(=O)O
E_HOMO: -0.34457 Eh

```
23
C9H11NO2, DFT ωB97M-V with the def2-TZVPD basis set
N 0.203 -1.000 2.228
C -0.401 0.254 1.887
C 0.548 1.168 1.075
C 0.846 0.502 -0.298
C 0.568 1.166 -1.508
C 0.722 0.520 -2.731
C 1.339 -0.744 -2.799
C 1.665 -1.329 -1.608
C 1.524 -0.718 -0.370
C -1.789 0.062 1.239
O -2.571 -0.832 1.623
O -2.121 0.867 0.280
H 0.300 -1.668 1.417
H -0.474 -1.343 2.883
H -0.575 0.736 2.772
H 0.188 2.203 1.066
H 1.548 1.164 1.454
H 0.275 2.176 -1.435
H 0.422 1.111 -3.619
H 1.651 -1.257 -3.746
H 2.238 -2.206 -1.727
H 1.922 -1.153 0.570
H -1.522 1.667 0.234
```

=====

*B* wins, 0.792 eV ahead of the next structure.

=====

*A*
The following is a quantum chemistry calculation of a single C5H6ClNO molecule, from the OMol25 dataset.

Properties
orbital gap: 10.53 eV
LUMO level: 0.74 eV
charge: 0
structure (SMILES): CO[C@H]1[C@@H](Cl)[C@@H]1C#N
E_HOMO: -0.35979 Eh

```
14
C5H6ClNO, DFT ωB97M-V with the def2-TZVPD basis set
C -1.430 1.734 -0.261
O -1.327 0.304 0.047
C -0.128 -0.116 0.506
C 0.124 -1.575 0.488
Cl -1.070 -2.622 -0.215
C 0.960 -0.794 -0.434
C 2.371 -0.566 -0.219
N 3.499 -0.338 -0.087
H -2.485 1.910 -0.575
H -1.189 2.424 0.555
H -0.778 1.854 -1.105
H 0.275 0.567 1.300
H 0.572 -1.977 1.431
H 0.606 -0.805 -1.431
```

=====

*B*
The following is a quantum chemistry calculation of 2 unconnected molecules or ions with the total composition C5H6ClNO, from the OMol25 dataset.

Properties
orbital gap: 9.04 eV
LUMO level: 0.56 eV
charge: 0
structure (SMILES): [H]/N=c1/cccco1.Cl
E_HOMO: -0.31158 Eh

```
14
C5H6ClNO, DFT ωB97M-V with the def2-TZVPD basis set
H 1.833 -0.139 -1.376
N 1.108 0.519 -1.305
C 0.118 0.193 -0.589
C -1.068 1.111 -0.329
C -2.022 0.750 0.568
C -1.848 -0.334 1.468
C -0.795 -1.132 1.143
O 0.102 -0.948 0.178
H -1.363 1.903 -0.978
H -2.885 1.309 0.508
H -2.517 -0.453 2.270
H -0.489 -1.986 1.692
Cl 5.032 -0.822 -2.065
H 4.794 0.029 -1.187
```

=====

*B* wins, 0.637 eV ahead of the next structure.